<A>
This record from the OMol25 dataset describes one molecule with the formula C16H16N2O4S. The level of theory is ωB97M-V/def2-TZVPD.

SMILES string	Cc1ccc(S(=O)(=O)N/N=C\c2ccc3c(c2)OCO3)cc1C
orbital gap	9.06	eV

ORCA input file:
```
! wB97M-V def2-TZVPD RIJCOSX def2/J DEFGRID3
* xyz 0 1
C -1.921 -3.064 0.514
C -0.648 -2.278 0.531
C -0.355 -1.452 1.610
C 0.807 -0.701 1.640
C 1.687 -0.803 0.583
C 1.419 -1.610 -0.503
C 0.249 -2.358 -0.542
C -0.045 -3.231 -1.722
H 0.707 -3.095 -2.494
H -1.026 -3.002 -2.136
H -0.050 -4.280 -1.427
H 2.138 -1.644 -1.307
S 3.085 0.307 0.515
O 3.380 0.805 1.824
O 4.131 -0.212 -0.300
N 2.311 1.607 -0.287
N 1.977 1.326 -1.566
C 0.775 1.323 -1.980
C -0.457 1.478 -1.198
C -0.636 2.468 -0.236
C -1.759 2.496 0.589
C -2.687 1.498 0.421
C -2.532 0.519 -0.564
C -1.440 0.491 -1.388
H -1.320 -0.269 -2.141
O -3.603 -0.333 -0.528
C -4.437 0.137 0.510
O -3.853 1.278 1.099
H -4.556 -0.651 1.271
H -5.425 0.397 0.100
H -1.894 3.265 1.330
H 0.081 3.271 -0.155
H 0.669 1.067 -3.026
H 1.550 1.902 0.329
H 1.049 -0.053 2.467
H -1.049 -1.392 2.436
H -1.724 -4.115 0.308
H -2.433 -2.987 1.470
H -2.585 -2.689 -0.264
*
```

<B>
This record from the OMol25 dataset describes C16H16N2O4S as an isolated structure. The level of theory is ωB97M-V/def2-TZVPD.

orbital gap	8.49	eV

ORCA input file:
```
! wB97M-V def2-TZVPD RIJCOSX def2/J DEFGRID3
* xyz 0 1
C -0.287 0.016 2.283
C -0.837 -0.882 1.178
C -0.398 -2.095 1.014
C -1.137 -3.085 0.147
C -2.273 -2.800 -0.693
C -2.807 -1.404 -0.383
C -2.157 -0.561 0.575
N -2.455 0.957 0.374
S -1.829 1.967 -0.787
O -2.008 1.384 -2.017
O -2.290 3.461 -0.359
C -0.132 1.887 -0.492
C 0.653 2.542 0.272
C 2.005 2.656 0.668
C 2.654 1.459 -0.023
C 1.917 0.520 -0.582
C 0.669 0.555 -0.902
H 0.057 -0.020 -1.509
N 2.817 -0.384 -1.342
C 3.972 -0.726 -0.839
O 4.590 -1.650 -1.587
C 4.434 0.157 0.350
H 4.393 -0.409 1.173
O 3.931 1.403 0.523
H 5.624 0.372 -0.189
H 2.346 -1.037 -1.994
H 2.545 3.094 1.222
H 0.112 3.719 0.750
H -3.514 1.052 0.624
C -3.922 -0.902 -1.131
H -4.360 -1.574 -1.830
H -4.760 -0.519 -0.652
H -3.653 -0.017 -1.861
H -2.837 -3.437 -1.217
H -0.876 -4.134 0.072
H 0.323 -2.324 1.668
H -0.821 0.978 2.083
H 0.708 0.208 2.221
H -0.396 -0.422 3.192
*
```

Pick <A>: it beats the second-best structure by 939.7 kJ/mol.

<A>
This record from the OMol25 dataset describes a 2-piece molecular cluster, C5H11IN overall. The level of theory is ωB97M-V/def2-TZVPD.

orbital gap	8.93	eV

ORCA input file:
```
! wB97M-V def2-TZVPD RIJCOSX def2/J DEFGRID3
* xyz 1 1
C 1.447 2.917 -0.397
C 0.821 2.330 0.617
C 0.062 -2.279 -0.130
C -1.366 -0.314 0.133
C 1.079 -0.032 0.464
N -0.006 -0.806 -0.218
I 2.914 -0.173 -0.498
H 1.485 4.000 -0.530
H 1.997 2.405 -1.281
H 0.223 2.566 1.405
H -0.059 -2.514 -1.156
H 1.029 -2.650 0.035
H -0.585 -2.841 0.452
H -1.305 -0.224 1.229
H -1.688 0.644 -0.457
H -2.070 -1.120 -0.040
H 1.097 -0.070 1.576
H 0.035 -0.438 -1.202
*
```

<B>
This record from the OMol25 dataset describes an isolated ion of composition C5H11IN and charge +1. The level of theory is ωB97M-V/def2-TZVPD.

SMILES string	C=C[C@H](I)[NH+](C)C
orbital gap	9.70	eV

ORCA input file:
```
! wB97M-V def2-TZVPD RIJCOSX def2/J DEFGRID3
* xyz 1 1
C -0.386 2.746 0.017
C -0.624 1.516 0.510
C 0.946 -0.635 -0.950
C -0.344 -1.485 1.150
C -1.148 0.335 -0.313
N -0.330 -0.941 -0.258
I -3.301 -0.081 -0.050
H 0.037 3.668 0.383
H -0.507 3.009 -1.084
H -0.270 1.450 1.522
H 1.691 -0.222 -0.222
H 1.449 -1.571 -1.136
H 0.922 0.022 -1.775
H -1.291 -1.975 1.210
H 0.496 -2.177 1.214
H -0.256 -0.813 2.035
H -1.077 0.591 -1.291
H -0.976 -1.526 -0.874
*
```

<C>
This record from the OMol25 dataset describes an isolated ion of composition C5H11IN and charge +1. The level of theory is ωB97M-V/def2-TZVPD.

SMILES string	C[C@H](I)C1([NH3+])CC1
orbital gap	10.20	eV

ORCA input file:
```
! wB97M-V def2-TZVPD RIJCOSX def2/J DEFGRID3
* xyz 1 1
C -0.509 1.634 -0.669
C -1.490 0.483 -0.503
C -0.008 0.387 -0.082
C 0.445 -1.940 -0.177
C 0.959 -0.600 -0.692
N 0.060 0.474 1.432
I 2.951 0.046 0.017
H -0.176 1.930 -1.614
H -0.605 2.623 -0.184
H -2.246 0.507 0.176
H -1.783 -0.046 -1.494
H 0.117 -1.887 0.947
H 1.316 -2.588 -0.266
H -0.464 -2.395 -0.720
H 1.057 -0.373 -1.699
H 0.156 1.438 1.792
H 0.904 0.050 1.697
H -0.683 0.256 2.040
*
```

Pick <C>: it beats the second-best structure by 19.0 kJ/mol.

<A>
This record from the OMol25 dataset describes a 2-piece molecular cluster, C4H10Se overall. The level of theory is ωB97M-V/def2-TZVPD.

orbital gap (spin up / spin down)	8.04 / 7.98	eV

ORCA input file:
```
! wB97M-V def2-TZVPD RIJCOSX def2/J DEFGRID3
* xyz 0 1
C 0.548 2.055 0.049
C -0.035 -2.495 0.076
C 0.645 0.619 -0.195
C -0.418 -0.166 0.456
Se -2.207 0.031 0.101
H -0.547 2.256 -0.077
H 0.815 2.411 1.104
H 1.317 2.518 -0.611
H 0.563 -2.527 0.896
H -1.155 -2.749 0.147
H 0.525 -2.669 -0.837
H 1.712 0.310 -0.128
H 0.387 0.563 -1.188
H -0.179 -0.513 1.479
H -1.971 0.356 -1.272
*
```

<B>
This record from the OMol25 dataset describes one molecule with the formula C4H10Se. The level of theory is ωB97M-V/def2-TZVPD.

SMILES string	CC[C@H](C)[SeH]
orbital gap	9.51	eV

ORCA input file:
```
! wB97M-V def2-TZVPD RIJCOSX def2/J DEFGRID3
* xyz 0 1
C 1.153 1.313 0.505
C -1.241 0.198 -1.118
C 0.431 0.036 1.020
C -0.243 -0.636 -0.264
Se -1.241 -2.428 0.182
H 1.785 1.086 -0.313
H 0.394 2.104 0.338
H 1.952 1.701 1.330
H -1.996 0.663 -0.402
H -0.778 1.087 -1.855
H -1.680 -0.493 -1.810
H -0.381 0.190 1.783
H 1.277 -0.507 1.447
H 0.556 -1.144 -0.894
H 0.011 -3.168 0.053
*
```

Pick <B>: it beats the second-best structure by 274.4 kJ/mol.

<A>
This record from the OMol25 dataset describes a 2-piece molecular cluster, C3H9N2O2 overall. The level of theory is ωB97M-V/def2-TZVPD.

orbital gap	8.54	eV

ORCA input file:
```
! wB97M-V def2-TZVPD RIJCOSX def2/J DEFGRID3
* xyz -1 1
N 3.470 -0.524 -0.571
C 2.053 -0.426 -0.538
O 1.448 -0.972 -1.477
O 1.585 0.237 0.420
H 3.963 -0.304 0.271
H 3.828 -1.235 -1.179
C -1.939 -0.502 -0.448
C -1.918 0.811 0.341
N -1.050 0.673 1.502
H -2.024 -1.335 0.247
H -2.753 -0.491 -1.174
H -0.994 -0.622 -0.984
H -1.589 1.609 -0.342
H -2.933 1.041 0.676
H -0.084 0.532 1.184
H -1.064 1.509 2.071
*
```

<B>
This record from the OMol25 dataset describes a 2-piece molecular cluster, C3H9N2O2 overall. The level of theory is ωB97M-V/def2-TZVPD.

orbital gap	8.62	eV

ORCA input file:
```
! wB97M-V def2-TZVPD RIJCOSX def2/J DEFGRID3
* xyz -1 1
N -2.018 0.246 -0.964
C -1.899 0.325 0.481
O -1.086 -0.642 1.079
H -2.541 -0.576 -1.223
H -1.077 0.132 -1.321
H -1.473 1.303 0.752
H -2.899 0.240 0.931
C 1.700 0.834 0.457
C 1.863 -0.471 -0.294
N 0.728 -1.112 -0.584
O 3.007 -0.822 -0.628
H 1.168 1.559 -0.158
H 2.680 1.219 0.755
H 1.169 0.737 1.409
H 0.992 -1.965 -1.055
H -0.314 -1.007 0.363
*
```

Pick <A>: it beats the second-best structure by 88.9 kJ/mol.